(1)
The following is a DFT calculation (the ωB97M-V functional and the def2-TZVPD basis) of a cluster of 2 separate species, C5H10O2 in total.

Electronic energy: -9439.783 eV
E_HOMO: -8.846 eV
Strongest force on any atom: 0.06337 hartree/bohr
Energy relative to the best compared isomer or geometry (same formula, charge and spin): 314.5 kJ/mol
Charge: 0
Structure (SMILES): C=CCO.C=CO

Element x y z (Å)
C (-0.996, 1.410, -0.420)
C (0.073, 1.503, -1.267)
C (1.494, 1.395, -0.768)
O (2.270, 0.769, -1.815)
H (-1.994, 1.569, -0.788)
H (-0.863, 1.043, 0.596)
H (-0.098, 1.748, -2.335)
H (1.907, 2.372, -0.497)
H (1.465, 0.694, 0.089)
H (3.176, 0.584, -1.518)
C (-0.143, -2.459, 0.895)
C (-1.285, -1.809, 1.226)
O (-1.245, -0.857, 2.154)
H (-0.328, -3.231, 0.143)
H (0.842, -2.317, 1.285)
H (-2.213, -2.068, 0.789)
H (-2.062, -0.347, 2.232)

---

(2)
The following is a DFT calculation (the ωB97M-V functional and the def2-TZVPD basis) of a cluster of 2 separate species, C9H14O in total.

Electronic energy: -11605.362 eV
E_HOMO: -8.376 eV
Strongest force on any atom: 0.08895 hartree/bohr
Energy relative to the best compared isomer or geometry (same formula, charge and spin): 219.5 kJ/mol
Charge: 0
Structure (SMILES): Cc1ccc(O)cc1.CC

Element x y z (Å)
C (-1.272, -1.640, -1.998)
C (-0.230, -0.896, -1.201)
C (0.465, 0.197, -1.651)
C (1.524, 0.808, -1.066)
C (1.923, 0.198, 0.088)
O (2.852, 0.796, 0.930)
C (1.266, -0.903, 0.656)
C (0.100, -1.411, 0.063)
H (-2.236, -1.333, -2.055)
H (-1.272, -2.624, -1.847)
H (-0.905, -1.775, -3.010)
H (0.011, 0.726, -2.500)
H (2.110, 1.557, -1.656)
H (3.362, 1.373, 0.369)
H (1.675, -1.552, 1.488)
H (-0.510, -2.214, 0.456)
C (-2.642, 1.847, 2.242)
C (-2.604, 0.514, 1.336)
H (-1.889, 1.846, 2.958)
H (-2.628, 2.688, 1.601)
H (-3.532, 1.961, 2.941)
H (-1.850, 0.740, 0.446)
H (-3.588, 0.410, 0.770)
H (-2.745, -0.453, 1.787)

---

(3)
The following is a DFT calculation (the ωB97M-V functional and the def2-TZVPD basis) of the ion C4H7O2 with charge -1.

Electronic energy: -8357.858 eV
E_HOMO: -3.758 eV
Strongest force on any atom: 0.03162 hartree/bohr
Energy relative to the best compared isomer or geometry (same formula, charge and spin): 21.1 kJ/mol
Charge: -1
Structure (SMILES): CCCC(=O)[O-]

Element x y z (Å)
C (-1.149, -0.997, -0.546)
C (-0.295, -0.534, 0.620)
C (0.968, 0.138, 0.151)
C (0.882, 1.714, -0.025)
O (1.824, 2.319, 0.520)
O (-0.075, 2.144, -0.700)
H (-2.214, -1.144, -0.337)
H (-0.755, -1.891, -1.033)
H (-1.181, -0.201, -1.292)
H (-0.165, -1.440, 1.222)
H (-0.926, 0.114, 1.231)
H (1.375, -0.307, -0.757)
H (1.709, 0.084, 0.947)

---

(4)
The following is a DFT calculation (the ωB97M-V functional and the def2-TZVPD basis) of a structure of composition C5H13NO2.

Electronic energy: -10978.101 eV
E_HOMO: -8.020 eV
Strongest force on any atom: 0.03991 hartree/bohr
Energy relative to the best compared isomer or geometry (same formula, charge and spin): 364.5 kJ/mol
Charge: 0

Element x y z (Å)
C (-0.169, -0.281, 1.563)
C (0.861, -1.807, -0.282)
C (0.716, 0.933, -0.545)
C (-1.476, -0.160, -0.679)
C (0.145, 2.346, -0.423)
N (-0.154, -0.149, -0.068)
O (0.905, -0.959, 1.874)
O (0.276, -2.872, 0.289)
H (0.488, -2.795, 1.241)
H (-1.139, -0.788, 1.730)
H (-0.217, 0.748, 1.961)
H (0.684, -1.818, -1.355)
H (1.896, -1.599, -0.034)
H (0.964, 0.738, -1.596)
H (1.635, 0.854, 0.039)
H (-1.391, -0.062, -1.765)
H (-1.954, -1.113, -0.451)
H (-2.111, 0.654, -0.318)
H (-0.134, 2.569, 0.606)
H (-0.729, 2.489, -1.058)
H (0.902, 3.070, -0.726)